Arrangement A

Below is a 2-piece molecular cluster, C4H11NO2S overall, with properties calculated with ωB97M-V/def2-TZVPD.

As for the SMILES: CNC(=O)CCS.O. The orbital gap is 9.6331 eV. The lowest unoccupied orbital energy is 0.02513 Eh.

```
! RIJCOSX wB97M-V def2-TZVPD def2/J DEFGRID3
* xyz 0 1
C -0.0235 0.7650 -0.2530
C 1.2066 0.0261 -0.1261
S 2.4957 0.9508 0.9583
C -1.1977 -0.2363 -0.2958
N -2.4701 0.2690 -0.6529
C -2.8072 1.7039 -0.5180
O -1.1260 -1.3684 0.0131
H -0.1685 1.4407 0.5514
H 0.0233 1.4122 -1.1755
H 1.1506 -1.0422 0.3444
H 1.7598 -0.1856 -1.0391
H 3.2609 1.5263 0.0331
H -3.2162 -0.4785 -0.9451
H -3.7001 1.9748 -1.2304
H -3.0587 1.8022 0.5453
H -1.9611 2.4167 -0.6988
H 0.3598 -2.7346 -0.6775
H 0.6436 -2.7297 0.8367
O 1.0256 -2.8878 -0.0316
*
```

---

Arrangement B

Below is a 2-piece molecular cluster, C4H11NO2S overall, with properties calculated with ωB97M-V/def2-TZVPD.

As for the SMILES: C[C@H](CS)NC=O.O. The orbital gap is 9.2572 eV. The lowest unoccupied orbital energy is 0.01782 Eh.

```
! RIJCOSX wB97M-V def2-TZVPD def2/J DEFGRID3
* xyz 0 1
O 1.2704 -1.4775 -2.2344
C 0.6234 -1.9972 -1.3818
N 0.5365 -1.2155 -0.2003
C 1.1329 -0.0082 0.1698
C 0.5407 1.2854 -0.5422
S -0.5723 1.0611 -1.9457
C 1.0114 0.4129 1.6592
H 0.2532 -3.0429 -1.3462
H -0.2026 -1.5884 0.4090
H 2.1790 -0.0904 -0.0571
H 0.1806 2.0713 0.0532
H 1.4816 1.9493 -0.6764
H 0.3492 1.3863 -2.8992
H 0.0546 0.8982 1.8443
H 1.7453 0.9734 2.0437
H 0.8249 -0.5156 2.3293
H -3.4275 -0.2558 5.5652
H -2.2216 0.4443 4.8780
O -3.2286 0.3705 4.8544
*
```

---

Stability, lowest: arrangement B

---

Arrangement A

Below is a 2-piece molecular cluster, CH2OS overall, with properties calculated with ωB97M-V/def2-TZVPD.

The orbital gap (spin up / spin down) is 8.1012 / 8.8691 eV. The lowest unoccupied orbital energy (spin up / spin down) is -0.02700 / -0.02351 Eh.

```
! RIJCOSX wB97M-V def2-TZVPD def2/J DEFGRID3
* xyz 0 1
C 0.0154 -0.1294 0.1701
O 1.0270 -0.9736 -0.0070
S 1.4701 0.7134 -0.1036
H -1.9087 0.4820 -1.1089
H -0.6039 -0.0925 1.0493
*
```

---

Arrangement B

Below is one molecule with the formula CH2OS, with properties calculated with ωB97M-V/def2-TZVPD.

The orbital gap is 8.6029 eV. The lowest unoccupied orbital energy is -0.03920 Eh.

```
! RIJCOSX wB97M-V def2-TZVPD def2/J DEFGRID3
* xyz 0 1
C -0.0720 0.0244 -0.4062
O -0.0545 -1.2728 -2.7651
S -0.3747 0.2609 -1.9830
H -0.1417 0.8608 0.2637
H 0.1957 -0.9494 -0.0332
*
```

---

Stability, lowest: arrangement A

---

Arrangement A

Below is one molecule with the formula C5H8FNS, with properties calculated with ωB97M-V/def2-TZVPD.

As for the SMILES: C[C@@H](F)C(=S)/C=C\N. The orbital gap is 8.0418 eV. The lowest unoccupied orbital energy is -0.00897 Eh.

```
! RIJCOSX wB97M-V def2-TZVPD def2/J DEFGRID3
* xyz 0 1
C 1.4000 1.2494 -1.2484
C 0.2795 0.3968 -1.7667
C -0.0515 -0.4155 -0.4391
C -1.0813 0.0751 0.4300
C -1.2644 -0.4114 1.7083
H 1.7089 1.8962 -2.1636
H 1.0002 1.8794 -0.4331
H 2.3021 0.7212 -0.9539
H -0.6244 0.9033 -2.0688
H -1.6536 0.9301 0.0492
H -1.9606 0.1345 2.2969
H 0.0135 -1.9766 1.8894
H -0.8929 -1.6170 3.3570
N -0.8304 -1.5625 2.2765
F 0.7191 -0.4186 -2.8010
S 0.9357 -1.7844 -0.1327
*
```

---

Arrangement B

Below is one molecule with the formula C5H8FNS, with properties calculated with ωB97M-V/def2-TZVPD.

As for the SMILES: N[C@@H]1C[C@H](F)[C@@H]2S[C@@H]21. The orbital gap is 9.4241 eV. The lowest unoccupied orbital energy is 0.01809 Eh.

```
! RIJCOSX wB97M-V def2-TZVPD def2/J DEFGRID3
* xyz 0 1
C 0.7764 -0.6084 0.1175
C -0.4806 -0.8445 -0.5156
C -1.6401 -0.1303 0.1652
C -1.0352 1.2284 0.4646
C 0.4580 0.8819 0.5186
H 2.7470 -0.5689 0.3335
H 2.1460 0.1339 -1.1812
H 0.8715 -1.1596 1.0625
H -0.8699 -1.8247 -0.7149
H -0.5066 -0.4472 -1.7027
H -1.8289 -0.6045 1.2175
H -1.4195 1.8754 1.1336
H 1.5672 1.2208 1.0367
N 2.0542 -0.8504 -0.6172
F -2.8907 -0.3064 -0.6236
S 0.0511 2.0045 -0.6946
*
```

---

Stability, lowest: arrangement B

---

Arrangement A

Below is a 2-piece molecular cluster, C2H3FN4 overall, with properties calculated with ωB97M-V/def2-TZVPD.

The orbital gap (spin up / spin down) is 9.5627 / 9.2469 eV. The lowest unoccupied orbital energy (spin up / spin down) is -0.03575 / -0.05107 Eh.

```
! RIJCOSX wB97M-V def2-TZVPD def2/J DEFGRID3
* xyz 0 1
C -1.7828 0.3480 0.3925
C 0.2460 0.1436 -0.0386
N -0.6105 1.0635 0.1965
N -1.6065 -0.9538 0.2667
N -0.2726 -1.0435 -0.0336
N 2.6604 0.2275 -0.5018
F 3.0957 -0.4650 0.6038
H -2.6974 0.9071 0.4379
H 0.3373 -1.7897 -0.0356
H 2.5373 1.1377 -0.1485
*
```

---

Arrangement B

Below is one molecule with the formula C2H3FN4, with properties calculated with ωB97M-V/def2-TZVPD.

As for the SMILES: N#CN/C(N)=N\F. The orbital gap is 9.9270 eV. The lowest unoccupied orbital energy is 0.00920 Eh.

```
! RIJCOSX wB97M-V def2-TZVPD def2/J DEFGRID3
* xyz 0 1
C 1.5771 1.1723 0.0520
C -0.2898 -0.4923 0.1122
N 2.5891 1.6665 -0.0464
N 0.3802 0.7502 -0.0011
N -1.6799 -0.4586 0.1084
N 0.2287 -1.6285 -0.0925
F 1.5907 -1.5489 -0.0258
H -0.1854 1.4834 -0.3977
H -2.0824 0.4295 0.3611
H -2.1283 -1.3737 -0.0703
*
```

---

Stability, lowest: arrangement A